A structure of composition C2H5ErMgO3 at a distorted geometry. Source: the OMol25 dataset; level of theory: wB97M-V/def2-TZVPD.

* largest force on an atom: 0.090 Eh/bohr
* molecular weight: 268.624 g/mol
* 2S+1: 5
* DFT total energy: -1519.873636 Eh
* total charge: +1
* E_HOMO (alpha / beta): -9.32 / -13.88 eV
* lowest unoccupied orbital energy (alpha / beta): -5.267 / -5.477 eV

Each line ends with the Löwdin spin population.
Geometry (Å):
O: 0.078 0.013 -1.297  0.053
C: -1.199 0.161 -0.732  0.030
C: -1.141 -0.152 0.796  0.023
O: 0.207 -0.123 1.197  0.074
Mg: 1.299 1.388 0.244  0.523
H: -1.979 -0.445 -1.227  0.001
H: -1.507 1.218 -0.867  0.012
H: -1.584 -1.142 1.018  0.004
H: -1.758 0.573 1.357  0.004
Er: 1.322 -1.374 -0.224  3.170
O: 2.694 -0.076 0.060  0.096
H: 3.567 -0.042 -0.323  0.011